Record 1
DFT (ωB97M-V/def2-TZVPD) results for a cluster of 10 separate species, C39H60BN2O21 in total at a distorted geometry.

```
123
Properties=species:S:1:pos:R:3:forces:R:3
H -0.17656 -7.19197 -0.30473 -0.0104 -0.1038 -0.0263
O -1.63620 0.42495 -2.43287 0.1708 -0.2843 0.1787
H -8.58442 3.62572 -5.78635 0.0841 0.0580 0.0030
C -9.30794 1.24485 -4.38009 -0.3648 -0.0491 -0.0490
O 1.28068 -3.51223 5.42583 0.4825 0.5235 -0.1475
H 0.61033 -8.22170 0.92357 -0.1026 -0.1397 -0.1989
O -2.14977 -6.92379 1.86410 0.1304 -0.0592 0.0017
H -2.92555 10.40056 -1.78761 0.0510 0.0121 0.0536
C -0.41620 2.72496 0.00703 0.0517 -0.2217 -0.2552
H -2.28853 5.15501 -0.65102 0.0855 -0.4449 0.0804
H -1.43160 -1.94774 -0.98023 -0.0757 -0.1721 0.1424
H -1.67888 -5.07259 1.07866 -0.0042 -0.0218 -0.0047
H -9.76280 0.58203 -3.65214 0.2066 -0.1017 0.0295
H -3.85052 2.00345 -2.20492 0.1481 0.0831 -0.1840
C -4.67678 -1.17431 -2.40104 -0.2850 0.0455 -0.0136
H -4.02899 1.22677 -3.80309 0.0176 0.1098 0.0171
O 10.36284 1.01765 2.44763 -0.0627 -0.0030 0.0248
H 0.02861 -2.71553 -1.61464 0.0286 -0.1188 0.1159
H -1.24569 9.95484 -0.05892 -0.0236 -0.0280 0.0263
O 3.64466 -3.08340 5.34011 -0.0133 -0.2763 0.2254
O -0.26174 -2.94099 0.43095 0.3313 -0.0335 0.3201
H 1.78607 -0.63246 1.16158 0.0960 -0.0744 0.0262
C 5.05496 -0.26466 3.99045 1.1595 1.1745 -0.0668
B 2.49811 -3.88776 4.94641 -0.1165 -0.0957 0.2430
H 0.80402 -3.04903 4.72422 -0.5359 -0.2857 0.0973
O -1.63844 3.26009 -0.10560 0.0341 -0.0219 0.0433
C -2.80219 0.13850 -2.44093 -0.0785 0.4953 -0.3301
H -1.94429 4.04059 -1.99445 0.0704 -0.1107 0.0279
O -6.23693 2.77033 -4.37636 0.1060 -0.1828 0.1133
C -1.60946 4.38311 -1.01174 -0.1582 0.3668 -0.2600
H -6.08632 0.47031 -2.71976 0.0266 -0.0232 -0.0665
H 9.09069 -0.23883 4.60632 0.0717 0.0238 0.0123
H -10.35618 -1.96736 -1.36216 -0.0108 0.1379 -0.1406
O -9.40694 -0.12915 -1.45952 0.1779 0.0199 0.0896
H 5.78296 0.52295 3.93282 0.0962 0.0595 0.1448
O -1.50369 7.90936 -0.16432 0.0031 -0.0781 -0.0817
C -0.16024 4.84061 -1.02219 0.1790 -0.0214 -0.0094
C -2.81055 7.57335 -0.05028 -0.4509 0.2046 0.3187
C 9.16060 0.68814 1.92824 -0.1361 -0.1966 -0.2878
H -7.05848 -0.59395 0.64540 0.0339 0.2614 0.0891
C -9.75768 2.68539 -4.20084 -0.0624 0.1810 -0.0424
H 0.52080 -6.53527 2.58515 0.0108 0.0342 0.0181
H 9.62519 -2.81585 -1.92097 -0.0868 -0.0477 0.0299
N 4.98895 -1.20549 4.91180 0.0444 -0.4072 0.4622
H -5.10495 -1.86267 -1.67436 0.2089 -0.0974 0.0161
C 3.36778 -1.57303 3.48719 -0.3995 0.9447 -1.3701
H 11.92535 -1.28720 -0.92012 -0.0457 -0.0073 0.0206
H 5.62935 -1.29767 5.68496 -0.0762 -0.1277 0.0987
C 0.58549 3.52787 -0.79662 -0.1470 0.4591 0.1133
H 0.76845 -0.38970 -1.38945 -0.0661 -0.0498 -0.0446
H 9.74116 -1.78659 4.06464 0.0827 0.0051 -0.0742
H 2.35785 -1.75611 -0.11463 0.0561 -0.0384 0.1188
O 1.19479 -3.12231 2.12549 -0.3409 -0.0346 0.0079
H -9.90818 2.89550 -3.14084 0.0133 -0.0527 0.0024
C 9.55690 -0.75700 3.76367 -0.1648 -0.1792 0.0363
H -10.86490 -0.77841 -0.14935 0.0221 0.0313 -0.0006
C 12.10854 -2.31393 -0.59727 0.1984 0.0503 -0.2035
C -8.11636 -0.39725 0.49257 -0.1381 -0.5254 -0.2393
C 3.92998 -2.03966 4.60634 0.1360 -0.7199 0.8288
C 1.48663 -1.38678 0.43389 -0.2532 0.1128 -0.0435
C 0.39706 -0.87711 -0.49296 -0.0292 -0.0366 -0.0019
H 8.86383 -1.42296 1.80985 -0.1215 -0.0492 -0.0321
C -3.96795 1.05805 -2.72701 -0.2213 -0.3189 0.3586
H -9.51249 0.86670 -5.38493 0.0599 0.0475 -0.0205
H 0.01977 5.51565 -0.18463 -0.0626 0.0279 -0.0124
H -1.44235 -5.23198 2.82788 -0.1756 -0.0830 0.0173
C -8.91427 -1.67425 0.24781 0.1097 -0.0160 0.1448
C 10.81685 -0.01917 3.33920 0.1273 -0.1146 0.1640
C -0.13581 -7.45090 0.75442 -0.0237 0.3125 0.4734
H 13.14438 -2.40254 -0.27982 -0.0660 0.0181 0.1911
N 4.10785 -0.44955 3.12373 -0.8810 -0.5454 -0.3592
H -9.29979 -2.13819 1.15321 -0.0654 0.0297 -0.0247
O -7.88421 1.26715 -4.18184 0.0294 0.0298 -0.1341
H -8.28744 -2.40673 -0.26368 -0.0342 -0.0106 -0.0069
O 11.24290 -2.60148 0.52072 -0.0358 -0.0034 0.0355
C 10.14488 -3.26763 0.09596 -0.2886 0.0067 -0.2234
C -1.33351 -5.73858 1.87117 -0.1340 0.1932 0.0170
H 11.51041 -0.66353 2.79686 -0.0586 -0.0195 -0.0385
C 8.67992 -0.61976 2.52260 0.2961 0.0906 0.5519
C -10.00837 -1.18809 -0.68826 -0.1290 -0.1874 0.0628
O -0.20235 1.72282 0.63862 0.0201 0.3398 0.3527
C 0.07756 -6.22606 1.63673 0.4533 -0.1492 -0.0939
H 0.72171 -5.46940 1.19693 -0.0659 0.0469 -0.0175
C -5.15498 0.25505 -2.20862 0.0920 0.0213 -0.0907
H -0.50106 9.17288 -1.46396 0.0679 -0.1459 0.1113
C 0.81093 -2.56048 1.11518 0.2495 0.0201 -0.2060
C -7.40644 2.51216 -4.40057 0.1288 0.2191 -0.2059
C -2.67254 9.35887 -1.60221 -0.1514 0.0439 -0.0247
H 9.91801 -4.55151 -1.61821 -0.2535 0.0758 0.0249
C -1.37861 9.18558 -0.82192 0.0432 0.1948 -0.1390
H 11.95759 -3.00059 -2.67200 0.0008 0.0701 0.0340
C -8.33727 0.37992 -0.79043 0.0927 0.2280 0.4534
H -8.51591 0.18326 1.32507 0.0933 0.0683 0.0017
C -1.51265 -7.92176 1.19435 0.0677 -0.1168 -0.3365
O -3.18058 6.59473 0.53233 0.1799 0.0637 0.0041
C -0.38470 -2.14222 -0.78266 -0.0848 0.2429 -0.4514
H 0.78316 3.00189 -1.73254 0.0263 -0.0918 0.0551
O 9.23620 -3.54532 0.82633 0.0603 0.0903 0.2204
C -8.54620 3.46133 -4.70844 -0.3493 -0.2052 0.3816
O -3.24479 -1.12245 -2.21892 0.0943 -0.0198 0.0584
H 0.11981 5.36013 -1.93682 -0.0600 -0.0440 -0.0307
H -2.59314 8.85601 -2.56737 0.0230 0.0172 0.0031
H 1.50866 3.66501 -0.23907 0.0650 -0.2307 -0.0575
H 2.72213 -4.68820 3.22323 0.0002 -0.4117 -0.1761
H 2.53612 -1.91665 2.89343 -0.0233 -0.1935 0.1154
H -8.41183 4.40569 -4.18896 0.1908 0.0685 -0.1730
H 11.33902 0.43402 4.17827 0.0205 0.1659 -0.1154
H -0.22661 -0.16408 0.03934 0.0307 -0.1484 -0.1440
H -4.46934 8.15343 -1.29671 -0.1370 -0.0509 0.2302
H 7.62275 -0.56682 2.77020 -0.0733 -0.0543 -0.3066
H 12.26975 -4.26638 -1.48730 0.0186 0.0220 0.0041
O -7.70610 1.32138 -1.16860 -0.4058 0.0604 -0.1789
C 11.73216 -3.33336 -1.66124 -0.0800 -0.0605 -0.1142
O 2.71281 -4.96389 4.14976 0.1558 0.3966 -0.1542
O 8.60263 1.34199 1.09536 0.0139 0.2018 0.0665
H -5.29889 0.45902 -1.14767 -0.0050 0.0052 -0.0020
C 10.24386 -3.54091 -1.38996 0.5591 -0.1251 0.0118
H -4.10028 9.26703 0.04945 -0.0734 -0.0737 0.0267
H -4.88196 -1.55141 -3.40492 0.0569 0.0142 -0.0119
C -3.67629 8.62049 -0.72000 0.3568 0.0991 -0.4286
O -2.01192 -8.98366 0.97913 -0.1526 0.0120 0.1541
H -10.68465 2.91384 -4.72362 0.0246 -0.0627 -0.0484
H 3.93878 0.11898 2.30906 0.0281 0.0663 -0.0026
```
Positions in Å, forces in eV/Å.

Computed properties:
- total charge = +1
- DFT total energy (Ha) = -3236.527082
- HOMO level (eV) = -11.27
- gap between HOMO and LUMO (eV) = 9.0402

Here are the Löwdin charges for atoms 1 to 8, given in e: atom 1 (H): 0.131, atom 2 (O): 0.110, atom 3 (H): 0.132, atom 4 (C): -0.150, atom 5 (O): 0.224, atom 6 (H): 0.125, atom 7 (O): 0.029, atom 8 (H): 0.118

=====

Record 2
DFT (ωB97M-V/def2-TZVPD) results for a structure of composition C39H60BrGeN4P3Pd at a distorted geometry.

```
109
Properties=species:S:1:pos:R:3:forces:R:3
H 4.74344 1.82560 3.27142 0.0478 -0.0378 -0.0151
H -2.82947 4.54756 -2.70627 -0.0171 -0.0146 -0.0236
H 0.79135 -0.74309 4.63496 0.0685 -0.0134 0.0328
H 4.01066 0.76500 -0.27017 -0.0105 -0.0045 -0.0005
C 2.47328 -1.60097 -4.07556 0.0232 -0.1134 0.1767
H 5.42665 2.30950 1.72563 0.0135 -0.0136 0.0015
H 4.01709 2.53123 -0.32271 0.0193 -0.0098 0.0080
C -4.00167 1.51999 -1.45577 0.0800 0.1311 0.0292
H -0.04143 -3.05658 3.45502 -0.0315 -0.0129 0.0127
C 2.61050 0.21235 3.95121 -0.3236 0.0701 -0.1128
H 1.38104 4.97423 -1.12836 -0.0127 -0.0001 -0.0619
C -1.48939 -1.47312 3.16140 0.1411 0.2070 -0.1641
H 2.94323 2.69656 1.85385 -0.0894 -0.0363 0.0100
H 4.43443 -5.35530 -0.18360 -0.0054 0.0086 0.0206
H 0.38993 -1.93305 2.15524 -0.0188 -0.1250 0.0142
H 2.19827 -1.01865 5.65918 -0.0184 -0.0071 0.0071
C 2.00708 -4.19923 -2.22242 -0.1159 0.1358 -0.0863
N -1.14863 -1.54943 -0.48153 0.5383 0.0181 0.0673
Br -0.07684 3.15960 2.62773 -0.0358 0.6177 0.3226
P 2.11872 0.46881 2.17388 0.1171 0.0947 -0.1986
H -5.02174 1.75515 -1.76244 -0.0099 -0.0180 -0.0022
C -0.81117 1.63896 -2.61323 -0.2354 0.0849 0.0935
H -0.77450 4.38623 -2.27333 -0.0181 -0.0028 -0.0028
H 0.66314 1.75264 -4.83103 0.0026 -0.0236 0.0362
H -1.07341 -0.92116 4.00906 -0.0327 0.0070 -0.0566
C 0.91427 3.99366 -1.01974 -0.0793 -0.0163 -0.0174
H 1.37804 3.31698 -1.74332 0.0422 -0.0046 0.0321
H 2.62880 -1.88377 2.14354 0.0612 0.0235 0.0206
H -3.60380 0.79350 -2.17026 -0.0318 -0.0424 0.0175
C -3.27189 0.80284 2.27035 0.1696 -0.1213 0.0810
N 2.04765 -1.46450 0.18100 -0.8538 0.8728 -0.4991
H 3.67709 -0.02694 3.92654 0.0193 -0.0041 -0.0149
H -4.41313 3.79906 -2.85709 -0.0009 0.0009 -0.0239
H -3.49379 -2.82709 -1.14418 0.0180 0.0293 0.0163
C -1.91013 -3.65759 -4.01328 -0.1159 -0.0579 0.0002
C 2.83635 -0.81716 -5.16817 -0.0474 0.0108 0.0722
H -5.40732 0.87450 2.06590 -0.0135 -0.0153 0.0027
H 3.13475 -6.01963 -2.18777 -0.0180 0.0011 0.0147
P -1.76612 -0.19458 1.84903 -0.0062 -0.0192 -0.4249
C 2.42740 -2.61932 -0.42384 0.0354 -0.3075 -0.1449
C 2.95225 -5.06997 -1.70487 0.0980 -0.0363 0.0293
C 0.82040 0.07428 -3.45761 -0.3722 0.1012 0.3294
C -1.44004 -2.32040 -1.58225 0.0307 0.0955 -0.1125
C 3.36546 1.72620 1.57687 -0.0659 -0.0813 -0.0177
H -2.09495 -4.15490 -4.95503 0.0059 0.0141 0.0028
Pd -0.04504 1.26334 1.01271 -0.0238 -0.4397 0.2990
H 3.63431 -1.14956 -5.81756 -0.0074 0.0018 -0.0118
N -0.02098 0.44344 -2.48871 0.4535 0.0686 -0.6139
H -3.87065 -4.02304 -3.23331 -0.0070 0.0097 0.0096
H -4.69916 -0.45383 1.15033 -0.0325 0.0205 0.0151
H 0.11052 -3.14056 -4.50184 0.0423 -0.0467 0.0165
Ge 0.44278 -0.45266 -0.60984 0.2140 -1.1893 1.2465
H 2.04169 -1.90196 4.14679 -0.0220 0.0090 0.0092
H -2.15856 1.82266 3.84580 -0.0226 0.0310 -0.0004
C -1.22524 5.14164 -0.31020 -0.0594 -0.0112 0.0115
H -2.25659 5.36432 -0.58797 0.0143 0.0017 0.0048
H -3.27972 0.58170 4.43617 -0.0182 0.0164 -0.0108
C 3.67176 -4.69569 -0.57690 -0.0896 -0.0545 -0.1148
H -4.84318 -0.56088 2.90546 -0.0119 -0.0257 -0.0248
H -3.01808 3.02444 -3.58995 -0.0092 0.0259 -0.0278
H -1.70896 1.38339 -3.18747 0.0398 -0.0058 -0.0339
C 2.15934 0.37535 -5.44310 -0.0547 0.1095 -0.0171
H -3.40336 -1.55469 4.20578 -0.0245 -0.0375 -0.0221
H -0.27794 2.41512 -3.16714 -0.0424 -0.0362 -0.0405
C 4.75194 1.59860 2.20657 -0.0528 0.0534 0.0026
H -3.31644 -2.61763 2.79341 0.0004 -0.0280 0.0133
H -0.87469 -3.13783 1.90160 0.0131 0.0263 -0.0329
N 0.88975 -1.95499 -2.16363 0.0201 -0.0252 -0.4620
C -0.66843 -3.10172 -3.75020 0.2173 0.0921 0.0764
C 2.73732 -1.09202 1.39171 -0.0698 0.1034 -0.0393
H 3.81353 -0.96725 1.20965 0.0093 -0.0414 0.0594
C -3.13415 1.36297 3.68841 0.0721 0.0240 -0.0038
C -3.35073 3.59177 -2.71862 -0.0010 0.0142 0.0968
C -0.59626 4.10026 -1.23202 0.1185 -0.1940 0.0962
C -4.62521 0.11297 2.07938 0.0241 0.0056 -0.0169
C 1.45617 -1.18551 -3.24825 0.1277 -0.2692 0.0382
C -2.74814 -2.20201 3.62696 0.0307 0.0346 0.0386
C -2.90307 -3.57532 -3.04803 0.0842 0.0062 -0.1025
C -3.16250 2.79919 -1.42350 0.0720 -0.1816 -0.0508
C -0.43884 -2.45741 2.63532 -0.0331 0.0899 0.0251
H 1.13439 3.63717 -0.01271 0.0377 0.0162 0.0316
H -3.50743 3.41328 -0.58684 0.0397 -0.0031 0.0345
H -3.89168 2.12991 3.85470 -0.0190 -0.0215 0.0114
H -2.74376 -2.11136 0.75533 -0.0525 -0.0069 -0.0104
H 3.97530 -3.23616 0.94815 -0.0245 -0.0296 -0.0002
H 2.97926 -2.53658 -3.88796 -0.0071 -0.0344 0.0311
H 1.31357 1.71055 4.82273 0.0213 0.0306 -0.0177
C 1.16245 0.81970 -4.61171 0.0799 0.1791 -0.3088
H -1.20668 4.81353 0.72923 0.0280 0.0009 0.0001
H -3.19699 1.64316 1.57213 0.0377 -0.0067 -0.0156
C 3.41444 -3.49759 0.06196 -0.0577 0.1191 0.0565
C -2.25560 -1.20577 0.38139 0.0167 0.1079 0.0621
P -1.37689 2.42294 -1.00660 0.0397 0.3419 0.0406
C 1.86436 -0.93838 4.62323 0.0712 0.0481 -0.0253
H -4.04932 1.05404 -0.47326 -0.0231 -0.0088 -0.0316
H -0.65685 6.07082 -0.37450 -0.0163 0.0157 -0.0078
H 2.78849 1.39755 5.74629 0.0235 -0.0098 -0.0111
C 1.77543 -2.97594 -1.61741 0.3361 -0.1419 0.2551
H -3.00667 -0.62745 -0.17066 -0.0432 -0.1123 0.0753
C 3.47420 1.66116 0.05045 -0.0197 0.0038 0.0639
H -2.45350 -3.03221 4.27154 -0.0117 -0.0157 -0.0089
C -0.42505 -2.48296 -2.53672 -0.3500 -0.1136 -0.0986
C -2.68496 -2.90268 -1.85683 -0.0262 0.0559 0.0428
H 2.49004 1.64828 -0.41757 -0.0096 0.0352 -0.0759
H 1.44966 -4.48473 -3.10325 -0.0354 0.0257 -0.0534
H 2.84502 2.37151 4.27174 -0.0398 0.0067 0.0358
C 2.38049 1.50325 4.73927 0.0544 -0.0152 0.0119
H 2.43034 0.95941 -6.31214 0.0036 -0.0074 0.0076
H 5.17288 0.60091 2.06428 0.0234 -0.0027 0.0008
```
Positions in Å, forces in eV/Å.

Computed properties:
- total charge = +1
- energy relative to the best compared isomer or geometry (same formula, charge and spin) (kJ/mol) = 0.53
- DFT total energy (Ha) = -7543.873085
- HOMO level (spin up / spin down) (eV) = -8.48 / -9.87
- multiplicity = 4
- gap between HOMO and LUMO (spin up / spin down) (eV) = 6.6200 / 4.6857
- ⟨S²⟩ = 3.80

Here are the Löwdin charges for atoms 1 to 8, given in e: atom 1 (H): 0.066, atom 2 (H): 0.066, atom 3 (H): 0.057, atom 4 (H): 0.078, atom 5 (C): 0.020, atom 6 (H): 0.087, atom 7 (H): 0.089, atom 8 (C): -0.109